a | One molecule with the formula C16H19N5O6, computed with ωB97M-V with the def2-TZVPD basis set.

- LUMO level (Eh) = -0.051
- total charge = 0
- gap between HOMO and LUMO (hartree) = 0.21781
- E_HOMO (eV) = -7.308

Element x y z (Å)
C1 -2.27306 -0.27839 1.13278
C2 -1.58744 -1.45244 1.80225
C3 -0.07062 -1.47025 1.54964
C4 0.59065 -0.26268 0.98981
N1 1.88124 -0.12550 1.30348
C5 2.64248 -1.36866 1.71514
C6 4.14207 -1.16809 1.97591
O1 4.71447 -0.19803 1.10747
C7 4.12665 1.08598 1.28126
C8 2.62481 1.11522 0.98828
C9 -0.28702 0.95448 0.42957
C10 -1.50211 1.02124 1.35557
H1 -2.27856 -0.46737 0.05302
H2 -3.31915 -0.16985 1.44454
H3 -1.78083 -1.44101 2.88482
H4 -2.01956 -2.39288 1.44242
H5 0.37071 -1.76008 2.51127
H6 0.17802 -2.27523 0.84761
H7 2.24165 -1.82607 2.63526
H8 2.55931 -2.11351 0.89581
H9 4.30647 -0.91161 3.04072
H10 4.67973 -2.09738 1.73506
H11 4.30521 1.47993 2.29829
H12 4.63205 1.71485 0.53695
H13 2.49394 1.29596 -0.08377
H14 2.19891 1.95235 1.55386
H15 0.32945 1.81131 0.63570
H16 -2.10269 1.89553 1.07904
H17 -1.21076 1.12168 2.40661
O2 -4.74366 -0.38707 -4.12919
N2 -3.57277 -0.76870 -4.00128
O3 -3.11309 -1.76708 -4.61646
C11 -2.64998 -0.09174 -3.09034
C12 -1.33630 -0.54238 -2.99647
C13 -0.44134 0.00539 -2.07093
N3 0.94501 -0.15097 -2.37245
O4 1.33414 -1.17408 -2.97739
O5 1.74557 0.75375 -2.04441
C14 -0.72463 1.14296 -1.04942
C15 -2.19887 1.60276 -1.31576
N4 -2.89702 2.50292 -0.61989
O6 -4.28066 2.18912 -0.93974
N5 -4.37060 1.30921 -1.96426
C16 -3.07849 0.96304 -2.23269
H18 -1.00158 -1.28086 -3.70920
H19 -0.20178 2.02419 -1.41850

Results of the Mulliken charge analysis, in e, for atoms 1 through 4: number 1, C, carries -0.285; number 2, C, carries -1.245; number 3, C, carries -0.546; number 4, C, carries -0.008


b | One molecule with the formula C16H19N5O6, computed with ωB97M-V with the def2-TZVPD basis set.

- LUMO level (Eh) = -0.003
- total charge = 0
- SMILES = COc1ccc(/C=N/NC(=O)Cn2nc([N+](=O)[O-])cc2C)c(OC)c1OC
- gap between HOMO and LUMO (hartree) = 0.29040
- E_HOMO (eV) = -7.978

Element x y z (Å)
C1 -3.95150 -2.59861 -1.32886
O1 -3.96834 -1.28127 -0.82446
C2 -2.80675 -0.58008 -0.80238
C3 -1.61291 -1.05568 -1.33742
C4 -0.48033 -0.27984 -1.28803
C5 -0.49895 0.98596 -0.70855
C6 0.71259 1.75934 -0.62415
N1 1.83938 1.22485 -0.89132
N2 2.96819 1.95607 -0.78485
C7 4.19626 1.40614 -0.92436
O2 5.21115 2.06184 -0.84380
C8 4.20358 -0.10386 -1.19617
N3 3.39814 -0.85634 -0.27818
N4 2.43655 -1.62874 -0.72688
C9 1.84449 -2.13112 0.35176
N5 0.72770 -2.98803 0.25994
O3 0.38307 -3.38662 -0.83204
O4 0.16433 -3.26956 1.30335
C10 2.46041 -1.66516 1.52801
C11 3.46932 -0.84181 1.07933
C12 4.48650 -0.06396 1.82561
C13 -1.70590 1.49285 -0.17088
O5 -1.60166 2.74226 0.35141
C14 -2.67464 3.38185 1.00961
C15 -2.85838 0.69997 -0.21011
O6 -4.04255 1.20113 0.29317
C16 -4.73508 0.40669 1.23911
H1 -3.24680 -3.22850 -0.77944
H2 -4.96324 -2.97609 -1.18794
H3 -3.70389 -2.61537 -2.39392
H4 -1.55725 -2.03034 -1.79118
H5 0.44605 -0.64486 -1.70016
H6 0.62949 2.80005 -0.30117
H7 2.91901 2.95767 -0.57609
H8 5.24628 -0.43551 -1.16157
H9 3.79257 -0.28659 -2.19188
H10 2.19414 -1.91166 2.53371
H11 5.48410 -0.25250 1.43149
H12 4.46161 -0.34127 2.87559
H13 4.29732 1.00602 1.74520
H14 -2.28679 4.36416 1.28223
H15 -2.96766 2.84669 1.91556
H16 -3.54084 3.49496 0.35700
H17 -5.34172 -0.35953 0.75374
H18 -4.04360 -0.07126 1.93883
H19 -5.38346 1.09565 1.78113

Results of the Mulliken charge analysis, in e, for atoms 1 through 4: number 1, C, carries -0.947; number 2, O, carries -0.455; number 3, C, carries 1.050; number 4, C, carries -0.762


What is the most stable structure shown above? It is b.